Record 1
Computed, not measured: an isolated molecule of C6H4Si at a distorted geometry, with ωB97M-V with the def2-TZVPD basis set.

Lowest unoccupied orbital energy: 0.07 eV
SMILES string: C#C[SiH](C#C)C#C
Frontier orbital gap: 9.97 eV
Largest force on an atom: 4.18 eV/Å
ΔE to the lowest compared entry with this formula, charge and spin: 0.0 kcal per mole
HOMO energy: -9.90 eV

Each line ends with the Löwdin charge.
Atoms and positions in Å:
C1 0.96 -2.73 1.17  -0.07
C2 0.23 -1.87 0.74  -0.19
Si1 -0.73 0.15 0.23  0.61
C3 -0.98 0.25 -1.57  -0.26
C4 -1.10 0.45 -2.79  0.06
C5 0.38 1.55 0.76  -0.23
C6 1.13 2.34 1.24  0.05
H1 1.37 -3.51 1.74  -0.01
H2 -2.08 -0.31 0.92  0.00
H3 -1.47 0.48 -3.78  0.02
H4 1.84 3.11 1.34  0.02

=====

Record 2
Computed, not measured: a cluster of 4 separate species, C4H16O3 in total at a distorted geometry, with ωB97M-V with the def2-TZVPD basis set.

Lowest unoccupied orbital energy: 0.62 eV
SMILES string: CCCC.O.O.O
Frontier orbital gap: 11.01 eV
Largest force on an atom: 3.81 eV/Å
ΔE to the lowest compared entry with this formula, charge and spin: 32.9 kcal per mole
HOMO energy: -10.39 eV

Each line ends with the Löwdin charge.
Atoms and positions in Å:
C1 0.07 -1.80 0.86  -0.13
C2 1.46 -1.28 0.58  -0.27
C3 1.57 0.20 0.11  -0.29
C4 2.89 0.86 0.41  -0.13
H1 -0.40 -1.88 1.83  0.07
H2 -0.16 -2.72 0.29  0.06
H3 -0.72 -1.41 0.18  0.07
H4 1.99 -1.88 -0.16  0.10
H5 1.98 -1.26 1.54  0.10
H6 1.31 0.19 -0.96  0.10
H7 0.81 0.69 0.72  0.10
H8 2.89 1.94 0.35  0.06
H9 3.75 0.51 -0.17  0.06
H10 3.11 0.51 1.43  0.07
O1 -6.45 1.45 -2.26  -0.05
H11 -6.52 1.22 -3.18  0.04
H12 -5.66 0.97 -1.97  0.04
O2 5.38 -1.85 0.04  -0.06
H13 6.31 -2.03 0.14  0.03
H14 5.11 -2.41 -0.71  0.04
O3 -6.39 3.20 0.64  -0.06
H15 -6.32 2.70 -0.18  0.00
H16 -6.02 4.07 0.48  0.03

=====

Record 3
Computed, not measured: a structure of composition C10H10BrFRh at a distorted geometry, with ωB97M-V with the def2-TZVPD basis set.

Lowest unoccupied orbital energy (alpha / beta): 3.74 / 1.76 eV
Multiplicity: 5
Total charge: -1
Frontier orbital gap (alpha / beta): 5.88 / 6.34 eV
Largest force on an atom: 13.56 eV/Å
HOMO energy (alpha / beta): -2.15 / -4.59 eV

Each line ends with the Löwdin charge.
Atoms and positions in Å:
C1 -1.51 -0.94 -1.06  -0.26
C2 -1.74 -2.07 -0.19  -0.35
C3 -2.81 -1.74 0.68  -0.30
H1 -1.19 -2.99 -0.22  0.08
C4 -3.25 -0.40 0.37  -0.28
C5 -2.45 0.09 -0.72  -0.26
H2 -2.55 1.08 -1.17  0.10
H3 -0.74 -0.90 -1.83  0.09
H4 -3.25 -2.37 1.46  0.10
H5 -4.09 0.11 0.81  0.09
Rh1 -1.33 -0.45 0.86  0.95
Br1 0.64 -1.73 1.95  -0.20
C6 3.08 1.48 0.76  -0.12
C7 2.06 2.21 0.06  -0.10
C8 1.66 1.44 -1.08  -0.11
H6 1.60 3.13 0.40  0.09
C9 2.39 0.21 -1.07  -0.13
C10 3.24 0.22 0.07  -0.10
H7 3.83 -0.63 0.43  0.09
H8 3.62 1.79 1.66  0.08
H9 0.94 1.75 -1.82  0.09
H10 2.24 -0.61 -1.76  0.08
F1 -0.38 1.31 1.41  -0.61

=====

Record 4
Computed, not measured: a cluster of 2 separate species, C4H12NO2 in total at a distorted geometry, with ωB97M-V with the def2-TZVPD basis set.

Lowest unoccupied orbital energy: 3.98 eV
Total charge: -1
Frontier orbital gap: 6.66 eV
Largest force on an atom: 1.78 eV/Å
ΔE to the lowest compared entry with this formula, charge and spin: 17.0 kcal per mole
HOMO energy: -2.68 eV

Each line ends with the Löwdin charge.
Atoms and positions in Å:
C1 -0.12 0.89 -1.74  -0.09
C2 0.39 -0.22 -0.79  -0.45
C3 1.93 -0.14 -0.66  -0.09
N1 -0.38 -0.16 0.47  -0.07
C4 0.33 0.38 1.68  -0.56
O1 1.21 -0.47 2.21  -0.33
H1 -1.01 0.49 -2.21  0.05
H2 -0.38 1.78 -1.18  0.07
H3 0.58 1.06 -2.56  0.06
H4 0.21 -1.16 -1.32  0.12
H5 2.21 -0.99 -0.04  0.06
H6 2.42 -0.09 -1.62  0.05
H7 2.21 0.67 -0.01  0.05
H8 -0.52 -1.12 0.78  0.10
H9 0.80 1.35 1.44  0.08
H10 -0.51 0.59 2.38  0.07
H11 -3.58 -0.02 -0.12  0.03
H12 -2.08 -0.31 -0.31  -0.02
O2 -2.94 -0.34 -0.79  -0.12

=====

Record 5
Computed, not measured: a cluster of 2 separate species, C10H17Br3Cl3NP in total at a distorted geometry, with ωB97M-V with the def2-TZVPD basis set.

Lowest unoccupied orbital energy: -4.22 eV
Total charge: +1
Frontier orbital gap: 8.62 eV
Largest force on an atom: 3.96 eV/Å
HOMO energy: -12.84 eV

Each line ends with the Löwdin charge.
Atoms and positions in Å:
C1 2.59 -2.37 -0.07  -0.02
C2 1.77 -1.15 0.56  -0.34
C3 2.41 0.28 0.47  -0.03
N1 0.62 -1.46 1.14  -0.09
P1 -0.76 -1.09 0.19  0.92
C4 -1.41 -2.52 -0.84  -0.36
C5 -2.05 -3.71 0.00  -0.28
C6 -3.54 -3.46 0.52  -0.56
Br1 -4.30 -1.68 0.10  0.64
C7 -0.56 0.37 -0.96  -0.81
Br2 -0.21 0.18 -2.90  0.66
C8 -0.66 1.65 -0.37  -0.72
C9 -0.91 1.84 1.19  -0.13
Br3 -0.43 3.23 -1.51  0.70
H1 3.56 -2.00 -0.55  0.09
H2 2.92 -3.03 0.80  0.11
H3 2.00 -2.92 -0.85  0.08
H4 2.31 0.62 -0.62  0.11
H5 1.90 1.07 1.09  0.08
H6 3.51 0.30 0.72  0.11
H7 -1.81 -0.73 1.12  0.03
H8 -2.08 -2.10 -1.66  0.07
H9 -0.51 -2.96 -1.38  0.10
H10 -2.10 -4.60 -0.71  0.12
H11 -1.40 -4.01 0.87  0.11
H12 -4.23 -4.22 0.03  0.07
H13 -3.60 -3.68 1.63  0.08
H14 -0.26 1.13 1.81  0.07
H15 -0.58 2.89 1.50  0.09
H16 -2.00 1.66 1.45  0.10
C10 1.92 6.50 -0.66  -1.55
Cl1 2.88 7.97 -0.46  0.54
Cl2 2.93 5.06 -0.43  0.49
Cl3 0.56 6.48 0.46  0.50
H17 1.53 6.48 -1.68  0.01

=====

Record 6
Computed, not measured: a cluster of 2 separate species, C7H19NSi in total at a distorted geometry, with ωB97M-V with the def2-TZVPD basis set.

Lowest unoccupied orbital energy: 0.41 eV
Frontier orbital gap: 8.11 eV
Largest force on an atom: 2.88 eV/Å
ΔE to the lowest compared entry with this formula, charge and spin: 77.8 kcal per mole
HOMO energy: -7.71 eV

Each line ends with the Löwdin charge.
Atoms and positions in Å:
C1 2.26 -1.64 -2.15  -0.21
C2 0.39 2.07 0.01  -0.16
C3 -1.39 1.61 -1.60  -0.13
C4 -2.04 2.00 0.70  -0.12
C5 -0.74 -1.54 3.02  -0.23
C6 2.28 -2.95 -1.42  -0.20
C7 -0.91 1.37 -0.18  -0.75
N1 -0.62 -0.38 2.19  -0.32
Si1 -0.61 -0.48 0.48  0.84
H1 2.66 -0.92 -1.50  0.04
H2 2.79 -1.76 -3.05  0.04
H3 1.28 -1.22 -2.45  0.06
H4 0.80 1.97 1.02  0.06
H5 1.17 1.60 -0.67  0.09
H6 0.38 3.13 -0.12  0.07
H7 -2.53 1.64 -1.72  0.09
H8 -0.96 1.06 -2.41  0.05
H9 -1.25 2.72 -1.76  0.09
H10 -2.02 1.69 1.75  0.05
H11 -1.87 3.08 0.76  0.08
H12 -3.01 1.67 0.35  0.06
H13 -1.74 -1.54 3.62  0.11
H14 -0.66 -2.31 2.21  0.03
H15 0.05 -1.48 3.71  0.05
H16 2.36 -2.75 -0.31  0.06
H17 3.16 -3.57 -1.73  0.07
H18 -0.52 0.46 2.80  0.09
H19 1.30 -3.52 -1.56  0.08

=====

Record 7
Computed, not measured: a structure of composition C25H34AuCl3NO7PSb2 at a distorted geometry, with ωB97M-V with the def2-TZVPD basis set.

Lowest unoccupied orbital energy (alpha / beta): -9.69 / -9.69 eV
Total charge: +2
Frontier orbital gap (alpha / beta): 2.61 / 2.61 eV
Largest force on an atom: 2.39 eV/Å
ΔE to the lowest compared entry with this formula, charge and spin: 95.4 kcal per mole
HOMO energy (alpha / beta): -12.30 / -12.30 eV

Each line ends with the Löwdin charge.
Atoms and positions in Å:
Au1 -1.73 0.79 -1.64  0.76
C1 3.34 0.57 -2.33  -0.29
Sb1 1.76 0.46 -0.84  1.46
C2 2.48 2.22 0.20  -0.26
C3 2.86 -0.94 0.65  -0.19
C4 3.44 -2.11 0.04  -0.23
C5 4.76 -2.05 -0.43  -0.02
C6 5.38 -3.14 -0.99  0.01
C7 4.69 -4.35 -1.13  0.01
C8 3.39 -4.44 -0.69  -0.02
C9 2.74 -3.35 -0.07  -0.24
C10 1.43 -3.56 0.48  -0.19
Sb2 -0.19 -2.87 -1.05  1.46
C11 0.93 -3.22 -2.87  -0.27
C12 -1.14 -4.82 -1.13  -0.27
H1 4.21 1.00 -1.85  0.02
H2 3.01 1.23 -3.13  0.00
H3 3.58 -0.41 -2.73  0.00
H4 3.50 2.05 0.53  0.02
H5 1.86 2.45 1.05  0.01
H6 2.48 3.05 -0.50  -0.03
H7 2.09 -1.12 1.39  0.07
H8 3.61 -0.25 1.02  0.09
H9 5.30 -1.12 -0.32  0.13
H10 6.40 -3.07 -1.34  0.13
H11 5.17 -5.20 -1.57  0.13
H12 2.86 -5.38 -0.77  0.13
H13 1.19 -2.99 1.37  0.07
H14 1.17 -4.60 0.60  0.08
H15 1.26 -4.25 -2.88  0.02
H16 1.80 -2.56 -2.92  -0.01
H17 0.30 -3.03 -3.72  0.02
H18 -0.38 -5.60 -1.01  0.01
H19 -1.62 -4.93 -2.10  0.01
H20 -1.88 -4.93 -0.34  0.02
Cl1 1.48 4.06 -2.99  0.62
C13 0.32 4.63 -1.79  -1.52
Cl2 1.17 5.53 -0.53  0.66
Cl3 -0.90 5.66 -2.56  0.65
C14 -0.41 3.41 -1.20  -0.68
N1 -0.67 2.43 -1.90  -0.10
C15 -3.61 -3.12 -3.08  -0.06
O1 -2.61 -2.23 -2.53  -0.41
P1 -3.01 -1.07 -1.50  0.50
O2 -4.56 -0.85 -1.71  -0.30
C16 -5.23 0.36 -2.06  -0.08
O3 -2.99 -1.94 -0.15  -0.39
C17 -3.42 -1.30 1.06  -0.09
H21 -4.02 -3.76 -2.30  0.10
H22 -3.09 -3.73 -3.82  0.10
H23 -4.41 -2.57 -3.56  0.10
H24 -5.79 0.20 -2.98  0.10
H25 -4.52 1.18 -2.21  0.06
H26 -5.92 0.61 -1.26  0.10
H27 -4.44 -0.94 0.96  0.09
H28 -2.75 -0.48 1.31  0.08
H29 -3.39 -2.06 1.85  0.10
O4 -0.69 3.64 0.13  -0.01
C18 -0.75 2.63 1.02  -0.45
O5 -0.62 1.45 0.71  -0.11
C19 -0.89 3.12 2.39  -0.13
C20 -0.61 2.23 3.44  -0.01
C21 -0.64 2.62 4.76  0.03
C22 -0.98 3.94 5.02  -0.19
O6 -1.10 4.57 6.19  0.08
C23 -1.49 5.90 5.90  -0.12
O7 -1.56 6.04 4.50  0.07
C24 -1.26 4.84 3.97  -0.18
C25 -1.23 4.46 2.65  0.09
H30 -0.33 1.21 3.19  0.11
H31 -0.41 1.95 5.57  0.13
H32 -0.77 6.61 6.32  0.15
H33 -2.48 6.08 6.35  0.15
H34 -1.47 5.15 1.86  0.14